No. 1
Here is a 2-piece molecular cluster, C15H20Br3N overall at a distorted geometry from the Open Molecules 2025 dataset. Energies are from ωB97M-V/def2-TZVPD.

Geometry as ORCA input:
```
! RIJCOSX wB97M-V def2-TZVPD def2/J DEFGRID3
* xyz 0 1
Br 2.353 3.312 -1.662
Br 4.921 -0.535 -0.587
Br 1.246 -0.982 2.152
N 0.927 1.533 0.470
C -4.562 -2.002 0.378
C -0.299 0.879 -0.094
C -0.460 1.449 -1.485
C 2.027 0.584 -1.569
C -3.494 -0.243 1.647
C -2.555 -0.030 0.639
C 4.014 -2.249 1.510
C -4.470 -1.223 1.522
C -2.637 -0.841 -0.488
C -3.632 -1.807 -0.635
C 0.793 1.181 -2.339
C -1.508 1.056 0.816
C 2.473 -0.384 0.789
C 2.126 0.842 -0.056
C 3.602 -1.066 0.681
H -1.363 1.105 -1.977
H -5.314 -2.765 0.241
H -1.165 0.936 1.850
H 0.544 0.413 -3.087
H -1.931 -0.763 -1.302
H 0.955 2.508 0.100
H 2.913 1.011 -2.008
H -0.546 2.538 -1.397
H 3.182 -2.895 1.765
H -3.485 0.347 2.556
H 4.566 -1.881 2.375
H -0.087 -0.189 -0.131
H -5.188 -1.389 2.314
H 2.071 -0.485 -1.810
H 2.963 1.520 0.108
H -1.944 2.055 0.751
H 4.710 -2.848 0.925
H -3.663 -2.389 -1.545
H 0.896 1.597 1.486
H 1.021 2.101 -2.904
*
```

The orbital gap comes out at 0.272 hartree.



No. 2
Here is a 2-piece molecular cluster, C3H8OS overall from the Open Molecules 2025 dataset. Energies are from ωB97M-V/def2-TZVPD.

Geometry as ORCA input:
```
! RIJCOSX wB97M-V def2-TZVPD def2/J DEFGRID3
* xyz 0 1
S -3.355 0.391 -0.797
O -0.402 0.171 1.189
C 0.824 -0.032 0.587
C 1.698 -0.872 1.112
C 1.062 0.775 -0.662
H -3.618 -0.691 -0.051
H 2.697 -0.933 0.709
H 1.426 -1.455 1.980
H 0.741 0.208 -1.539
H -1.093 0.042 0.521
H -2.573 -0.313 -1.626
H 2.115 1.015 -0.779
H 0.478 1.693 -0.644
*
```

As for the structure (SMILES): C=C(C)O.S. The orbital gap comes out at 0.354 hartree. The energy relative to the best compared isomer or geometry (same formula, charge and spin) comes out at 14.8 kcal/mol.



No. 3
Here is C5H7NO in the gas phase at a distorted geometry from the Open Molecules 2025 dataset. Energies are from ωB97M-V/def2-TZVPD.

Geometry as ORCA input:
```
! RIJCOSX wB97M-V def2-TZVPD def2/J DEFGRID3
* xyz 0 1
O -1.065 0.558 -1.068
N 0.095 0.067 -0.611
C -2.034 0.910 -0.137
C 2.113 -0.157 0.455
C 1.151 0.672 -0.022
C 0.259 -1.252 -0.412
C 1.333 -1.432 0.309
H -0.468 -1.906 -0.757
H -2.853 1.249 -0.712
H -1.673 1.733 0.383
H 0.684 1.779 0.209
H -2.222 0.139 0.739
H 1.752 -2.341 0.378
H 2.929 -0.019 1.245
*
```

As for the structure (SMILES): COn1cccc1. The orbital gap comes out at 0.357 hartree. The energy relative to the best compared isomer or geometry (same formula, charge and spin) comes out at 107.4 kcal/mol.



No. 4
Here is C21H18Cl2FN3O3 in the gas phase at a distorted geometry from the Open Molecules 2025 dataset. Energies are from ωB97M-V/def2-TZVPD.

Geometry as ORCA input:
```
! RIJCOSX wB97M-V def2-TZVPD def2/J DEFGRID3
* xyz 0 1
Cl 0.929 1.943 1.916
Cl -2.262 -1.537 0.423
F 2.887 1.672 6.552
O 2.058 -0.551 -1.050
O 0.767 -2.115 -0.069
O 4.490 -1.782 1.260
N 2.995 -0.055 1.331
N -2.217 0.814 -0.824
N -1.432 1.667 -1.485
C -5.484 -0.608 -0.759
C -4.988 -1.036 -3.448
C -0.224 1.145 -1.526
C 3.893 -0.157 3.602
C -4.227 -0.124 -2.741
C -6.002 -1.734 -2.812
C 4.350 -0.877 -1.650
C 0.871 -1.048 -0.620
C 2.069 1.310 3.065
C 3.220 -1.306 -0.722
C 3.643 -1.093 0.743
C -3.619 1.082 -0.630
C 2.927 1.235 5.279
C -0.218 -0.117 -0.870
C -4.470 0.095 -1.391
C 2.024 1.761 4.371
C 3.003 0.350 2.658
C 3.857 0.280 4.913
C -1.536 -0.277 -0.441
C -6.250 -1.517 -1.468
C 0.901 1.853 -2.182
H -4.790 -1.204 -4.496
H 4.604 -0.906 3.292
H -7.038 -2.061 -0.968
H 5.258 -1.404 -1.370
H 0.515 2.720 -2.710
H 1.305 2.500 4.684
H -5.675 -0.446 0.292
H -6.595 -2.448 -3.364
H 2.326 0.447 0.754
H 1.414 1.191 -2.875
H 1.624 2.184 -1.437
H 3.006 -2.376 -0.838
H -3.436 0.423 -3.234
H 4.542 -0.112 5.647
H -3.783 2.099 -0.995
H 4.099 -1.111 -2.681
H -3.850 1.037 0.438
H 4.515 0.194 -1.561
*
```

As for the structure (SMILES): Cc1nn(Cc2ccccc2)c(Cl)c1C(=O)O[C@@H](C)C(=O)Nc1ccc(F)cc1Cl. The orbital gap comes out at 0.341 hartree.



No. 5
Here is a 2-piece molecular cluster, H3N3 overall at a distorted geometry from the Open Molecules 2025 dataset. Energies are from ωB97M-V/def2-TZVPD.

Geometry as ORCA input:
```
! RIJCOSX wB97M-V def2-TZVPD def2/J DEFGRID3
* xyz 0 1
N -0.557 -2.348 0.664
N -0.041 1.249 -0.098
N 0.540 -2.289 0.755
H 0.544 0.359 -0.146
H -0.942 1.090 -0.547
H 0.457 1.938 -0.628
*
```

As for the structure (SMILES): N#N.N. The orbital gap comes out at 0.422 hartree. The energy relative to the best compared isomer or geometry (same formula, charge and spin) comes out at 2.1 kcal/mol.



No. 6
Here is C4H3N3 in the gas phase at a distorted geometry from the Open Molecules 2025 dataset. Energies are from ωB97M-V/def2-TZVPD.

Geometry as ORCA input:
```
! RIJCOSX wB97M-V def2-TZVPD def2/J DEFGRID3
* xyz 0 1
N -0.867 -0.956 0.303
N -1.919 -0.306 -0.348
N -1.547 0.805 -0.750
C 0.263 -0.226 0.321
C 2.755 -0.755 0.615
C -0.135 1.024 -0.403
C 1.506 -0.553 0.764
H 0.469 1.125 -1.301
H -0.981 -1.905 0.630
H -0.022 1.940 0.186
*
```

The orbital gap comes out at 0.318 hartree. The energy relative to the best compared isomer or geometry (same formula, charge and spin) comes out at 118.3 kcal/mol.



No. 7
Here is a 2-piece molecular cluster, C6H7N3OS overall at a distorted geometry from the Open Molecules 2025 dataset. Energies are from ωB97M-V/def2-TZVPD.

Geometry as ORCA input:
```
! RIJCOSX wB97M-V def2-TZVPD def2/J DEFGRID3
* xyz 0 1
S 2.882 -1.020 -0.943
O 1.554 3.263 0.648
N 1.520 2.047 1.168
N 2.367 1.939 -0.873
N 1.925 -0.917 1.421
C 2.034 1.253 0.268
C 2.120 3.147 -0.547
C 2.139 -0.196 0.361
C -2.130 0.394 -0.166
C 2.196 -2.214 1.200
C 2.752 -2.496 -0.041
H -1.740 -0.486 -0.417
H 2.313 4.076 -1.165
H -1.503 0.790 0.750
H 1.993 -2.876 1.915
H -2.268 1.135 -0.987
H 3.062 -3.453 -0.591
H -3.167 0.136 0.318
*
```

As for the structure (SMILES): c1csc(-c2ncon2)n1.C. The orbital gap comes out at 0.346 hartree. The energy relative to the best compared isomer or geometry (same formula, charge and spin) comes out at 49.7 kcal/mol.



No. 8
Here is a 2-piece molecular cluster, C3H10NOS overall at a distorted geometry from the Open Molecules 2025 dataset. Energies are from ωB97M-V/def2-TZVPD.

Geometry as ORCA input:
```
! RIJCOSX wB97M-V def2-TZVPD def2/J DEFGRID3
* xyz -1 1
S -1.162 -0.659 0.426
O -4.366 -1.299 0.822
N 1.126 0.112 -1.747
C 2.049 -0.247 0.462
C 1.195 0.685 -0.396
C -0.207 0.890 0.206
H 2.274 0.265 1.411
H 0.507 0.661 -2.339
H -0.756 1.623 -0.391
H -3.784 -0.943 0.159
H 3.051 -0.326 0.035
H 0.701 -0.801 -1.574
H 1.706 1.657 -0.371
H -0.133 1.288 1.224
H -3.725 -1.740 1.381
H 1.521 -1.166 0.692
*
```

The orbital gap comes out at 0.249 hartree. The energy relative to the best compared isomer or geometry (same formula, charge and spin) comes out at 4.5 kcal/mol.



Number 1: HOMO level -0.27092 Ha. Number 2: HOMO level -0.33137 Ha. Number 3: HOMO level -0.32161 Ha. Number 4: HOMO level -0.31918 Ha. Number 5: HOMO level -0.37200 Ha. Number 6: HOMO level -0.35716 Ha. Number 7: HOMO level -0.34061 Ha. Number 8: HOMO level -0.10252 Ha.